No. 1
The following is a DFT calculation (the ωB97M-V functional and the def2-TZVPD basis) of a molecular structure, C5H9NO at a distorted geometry.

```
! RIJCOSX wB97M-V def2-TZVPD def2/J DEFGRID3
* xyz 0 1
O 1.37 0.61 1.78
N 0.21 0.88 -1.39
C 1.01 -0.34 1.08
C -0.21 -0.39 0.15
C -1.65 -1.23 0.34
C 0.41 -0.52 -1.37
C -0.68 1.09 -0.33
H -2.12 -0.68 1.35
H -2.36 -0.35 -0.47
H -0.59 1.77 0.57
H -1.72 -2.40 0.39
H -0.17 1.05 -2.45
H -1.67 0.95 -0.84
H 1.47 -0.71 -1.30
H 1.43 -1.32 1.28
H 0.00 -1.04 -2.31
*
```

ΔE to the lowest compared entry with this formula, charge and spin	149.3	kcal per mole
max |F|	0.15337	hartree/bohr
HOMO energy	-8.51	eV
E	-325.69957	a.u.

No. 2
The following is a DFT calculation (the ωB97M-V functional and the def2-TZVPD basis) of 2 unconnected molecules or ions with the total composition C5H9NO at a distorted geometry.

```
! RIJCOSX wB97M-V def2-TZVPD def2/J DEFGRID3
* xyz 0 1
O -0.58 0.68 -1.85
N -0.59 -1.47 0.92
C 2.08 -0.47 -0.57
C 1.63 0.72 -0.07
C -1.97 0.58 0.67
C -0.93 -0.43 0.29
C -0.18 -0.08 -0.98
H -1.09 -1.61 1.79
H 1.47 0.83 0.99
H 0.40 -1.05 -1.27
H -1.52 1.57 0.71
H 1.75 1.63 -0.64
H -2.42 0.35 1.63
H -2.73 0.62 -0.11
H 2.20 -1.34 0.07
H 2.49 -0.54 -1.57
*
```

ΔE to the lowest compared entry with this formula, charge and spin	88.2	kcal per mole
SMILES	[H]/N=C(\C)C=O.C=C
max |F|	0.08480	hartree/bohr
HOMO energy	-8.88	eV
E	-325.79701	a.u.